Formula: C22H25BMnN9O3S2
Source: the OMol25 dataset
Level of theory: wB97M-V/def2-TZVPD

* lowest unoccupied orbital energy (spin up / spin down): -5.84 / -4.01 eV
* frontier orbital gap (spin up / spin down): 4.8 / 6.6 eV
* highest occupied orbital energy (spin up / spin down): -10.60 / -10.59 eV
* ⟨S²⟩: 4.233

ORCA input file:
```
! RIJCOSX wB97M-V def2-TZVPD def2/J DEFGRID3
* xyz 1 4
H 1.17222 2.91056 3.43680
O -1.14514 3.28510 -1.84095
H -2.05321 -2.00095 2.02676
S -0.65246 -1.14874 -1.34826
H -4.98118 -2.44529 0.38590
C -4.28529 -1.92416 -0.24795
H -5.42956 -0.77869 -1.76848
C -3.07058 0.19704 -2.89407
H -3.83458 0.97056 -2.89277
C 4.08933 0.23222 1.32244
C -1.75992 1.95734 1.49368
C 2.57438 -3.94831 0.51857
N 1.12061 -4.02934 0.48353
N -3.28953 -0.69486 -1.76487
C 0.38059 -5.05466 -0.04381
N 1.94261 -0.04556 -0.77007
H 2.78290 2.75092 4.05403
H -2.12354 -0.03932 1.15878
N -1.33822 0.53670 1.44981
N 2.05002 2.42421 3.44595
H 6.63880 -0.18396 -5.09958
C -2.19916 2.44692 0.12483
H 2.94481 -3.38460 -0.33517
C -4.51244 -1.10474 -1.30952
H -3.12426 -0.35646 -3.83073
H -1.10837 0.21463 2.38633
N 4.49542 -0.40539 0.44792
C 3.64869 1.05247 2.37602
O -0.05642 1.72074 -0.69838
H -2.63255 3.44185 0.20025
H -3.08730 -3.63652 1.50029
C 0.27111 -3.09143 0.95127
H 7.03917 -1.10520 -2.84849
N 5.32427 1.88333 4.13245
C 2.78465 -0.07154 -1.54576
C 2.32868 1.55082 2.45887
B -2.30401 -2.79822 1.16743
O 1.36375 1.24744 1.66895
H -1.81755 -5.25658 -0.16093
H 2.98806 -4.95294 0.50095
C -2.33481 -1.28432 -1.00152
C -0.92590 -4.71939 0.11034
H 4.46245 0.83980 -5.66624
S 0.79029 -1.64461 1.73986
C 3.61170 0.45562 -3.74741
C -1.05647 2.52908 -0.90278
H -2.97047 1.78482 -0.28501
N -0.98649 -3.49781 0.72591
H -2.57821 2.07326 2.20707
H 5.23047 -1.05195 -1.14559
Mn 0.44323 0.21718 0.32406
C 6.07673 -0.67718 -3.09239
C 4.62490 0.41870 -4.68381
H -2.09022 0.65783 -2.81350
C 3.84138 -0.09047 -2.47703
H 2.65190 0.89889 -3.97899
N -2.93484 -2.02823 -0.06038
H 0.83382 -5.92913 -0.47630
C 4.60118 1.49642 3.32156
H -0.91125 2.54056 1.84612
H 2.89430 -3.43306 1.41730
C 5.07697 -0.65162 -2.13984
C 5.85068 -0.15157 -4.35905
*
```

---

Formula: C22H25Cl2F2HgMnN5O4P
Source: the OMol25 dataset
Level of theory: wB97M-V/def2-TZVPD

* lowest unoccupied orbital energy (spin up / spin down): -7.17 / -7.17 eV
* frontier orbital gap (spin up / spin down): 4.1 / 7.9 eV
* highest occupied orbital energy (spin up / spin down): -11.26 / -15.11 eV
* ⟨S²⟩: 12.002

ORCA input file:
```
! RIJCOSX wB97M-V def2-TZVPD def2/J DEFGRID3
* xyz 2 7
H 1.68267 0.42595 -3.87566
H 4.46740 -1.29164 -1.90046
C 4.39374 2.92572 -1.85398
C 0.62259 0.29581 -4.09340
C 2.96878 -1.05966 -0.32749
H -3.40448 -0.38354 -1.99934
F 2.18994 2.74945 0.36523
C -1.20638 0.91014 4.16412
H 0.30466 -1.58974 5.62900
P 0.77440 1.96565 0.24703
N 5.30052 2.02572 -1.07836
H -1.91230 3.78634 -4.06525
H -2.82390 2.06268 -5.47009
C -3.31655 -2.41548 1.87910
N -0.32923 -0.17887 4.27532
C -2.56243 1.57101 -1.70640
H 1.23449 -3.50705 0.99934
H 3.42458 2.43285 -1.93084
C -2.77588 1.88840 -4.40533
C -0.50652 -0.90772 5.42102
C -1.15921 -1.71404 0.31177
C -2.10080 1.29549 5.10563
H -2.68316 2.17668 4.88031
C -3.23218 0.70505 -3.82968
O 0.70479 0.86946 1.29897
C 3.77242 -1.76089 -1.21986
C -1.40618 -0.59220 6.42577
N 2.06128 -1.64183 0.52906
H -0.35113 -1.33967 -0.29917
C -2.29463 0.45871 6.20515
C 3.58509 -3.11519 -1.38763
N -2.06547 2.77367 -2.24978
H -3.56317 -0.12425 -4.43722
H -2.31668 -2.47171 -1.34678
H 4.79680 3.14377 -2.84297
H -2.51164 1.33264 -0.65427
H -2.96315 0.71642 7.01327
C 1.87282 -2.97053 0.31299
C -2.16489 2.85190 -3.58626
H -4.13075 -2.68857 2.53400
H -1.28099 1.42116 3.21559
C -3.09128 0.53586 -2.47159
C -2.15314 -1.92208 2.40646
H -1.43219 -1.13804 7.35732
C -3.40559 -2.52695 0.47456
C -2.27339 -2.25701 -0.28923
O 6.29021 1.59892 -1.64241
N -1.01587 -1.66332 1.69517
O 5.02139 1.81263 0.08207
C 2.62636 -3.73731 -0.61374
F 0.94122 1.15808 -1.19115
H 3.09861 0.01101 -0.27077
H -2.08419 -1.97960 3.48272
H -4.27365 -2.91967 -0.03401
Hg 1.07049 -0.92671 2.54937
H 4.13107 -3.72084 -2.09580
Cl 0.37973 0.22662 -5.84831
H 2.45815 -4.80405 -0.62674
H 4.21102 3.86270 -1.32789
Mn -1.40878 4.36311 -0.94795
O -0.27704 3.04781 0.00010
Cl -0.00856 -1.19570 -3.29251
H 0.10011 1.14247 -3.64813
*
```

---

Formula: C22H25CrN8OS2
Source: the OMol25 dataset
Level of theory: wB97M-V/def2-TZVPD

* lowest unoccupied orbital energy (spin up / spin down): -6.37 / -6.23 eV
* frontier orbital gap (spin up / spin down): 7.1 / 7.2 eV
* energy relative to the best compared isomer or geometry (same formula, charge and spin): 7.0 kJ/mol
* highest occupied orbital energy (spin up / spin down): -13.44 / -13.44 eV
* ⟨S²⟩: 0.766

ORCA input file:
```
! RIJCOSX wB97M-V def2-TZVPD def2/J DEFGRID3
* xyz 2 2
C -2.59765 -1.25910 -1.27250
N 1.18933 -4.29400 0.19667
O -1.60324 -0.43788 1.15447
H -4.49462 -1.88861 -2.01869
H -3.25014 2.20164 2.40385
H 2.04217 -3.78461 3.22762
N 1.67270 -2.86392 3.05147
C 3.06469 0.44965 -1.24095
C 0.90683 -4.33140 -1.14957
H 1.01400 -5.22827 -1.73332
H -3.63016 -0.19358 1.52365
C -3.57692 -1.36514 -2.24549
S 4.70747 0.81344 -1.62828
H 0.27492 4.52104 -2.13646
H -0.35875 1.19608 2.42572
H 1.03472 2.26573 -1.67450
C -2.13418 -0.20339 -3.73824
C -1.19622 -0.16961 -2.71955
C -1.34959 3.89432 0.73914
C -0.84895 2.61724 0.95891
H -4.11856 -0.84135 -4.26028
N -0.09646 1.97062 0.03930
H -2.89019 0.93383 0.38012
C -3.36096 -0.79555 -3.48975
C 1.70570 -1.81783 3.94157
N 0.98325 0.11053 -1.94477
H 4.88211 1.42019 0.70695
H -2.74487 -1.69329 -0.29673
H 6.40329 1.54857 -0.18345
H 0.22050 -2.70051 -2.45130
H -1.97138 4.34819 1.50011
N 2.27941 0.39663 -2.27618
H -0.88936 2.73281 3.06897
C 0.96000 -3.04173 0.62525
S 2.50849 0.14282 0.36333
H -1.36682 -0.83793 2.00019
H 1.04535 0.24827 3.66024
C 0.51266 -3.07555 -1.48666
H 0.55262 0.51319 -3.91068
C -0.10757 3.99957 -1.27076
N 0.55270 -2.27591 -0.36801
C -2.49476 1.41509 2.45066
Cr 0.20624 -0.25518 -0.07933
H 2.10606 -1.92007 4.93464
C -1.00537 4.59306 -0.39950
C 0.17542 0.21785 -2.93822
H 1.50501 -5.07808 0.74454
H -1.88575 0.20209 -4.70946
C 1.16397 -0.75460 3.29231
H -2.60015 0.93629 3.42717
C -1.08787 1.98650 2.29910
C -2.75404 0.42683 1.33392
C 0.31033 2.71217 -1.01510
H 5.82416 -0.05161 0.32991
C 5.52251 0.93122 -0.02207
N -1.43559 -0.62872 -1.47386
N 0.78461 -1.13658 2.01928
H -1.38577 5.58990 -0.57769
C 1.12465 -2.41138 1.91230
*
```

---

no.,energy (Eh)
1,-3544.0029
2,-4193.4317
3,-3207.0349